No. 1
21
Properties=species:S:1:pos:R:3 method="wB97M-V/def2-TZVPD" smiles=CC(C)NCN.O
C 1.375 -1.180 -0.593
C 0.225 -0.216 -0.252
C 0.758 0.994 0.494
N -0.377 0.178 -1.498
C -1.640 0.882 -1.551
N -2.718 -0.055 -1.897
H 1.907 -1.473 0.309
H 2.084 -0.660 -1.237
H 1.004 -2.064 -1.105
H -0.483 -0.782 0.372
H 1.116 0.635 1.469
H 0.021 1.778 0.571
H 1.648 1.381 -0.016
H -0.420 -0.535 -2.207
H -1.590 1.619 -2.358
H -1.858 1.433 -0.639
H -2.863 -0.667 -1.105
H -3.592 0.460 -2.028
O 2.101 -0.337 4.516
H 2.068 -1.006 3.824
H 1.235 -0.385 4.933

---

No. 2
21
Properties=species:S:1:pos:R:3 method="wB97M-V/def2-TZVPD" smiles=CCNCCN.O
C 0.006 -2.322 0.986
C 0.963 -1.210 1.286
N 0.292 -0.008 1.707
C 0.642 1.120 0.864
C -0.308 1.078 -0.480
N -0.261 2.194 -1.359
H -0.356 -2.839 1.895
H -1.051 -2.177 0.688
H 0.425 -3.109 0.364
H 1.491 -1.600 2.203
H 1.711 -1.066 0.574
H -0.655 -0.093 2.016
H 0.292 2.139 1.345
H 1.693 1.292 0.611
H -1.298 1.050 0.014
H 0.035 0.155 -0.962
H -1.041 2.760 -1.611
H 0.566 2.692 -1.651
O -1.340 -0.098 -3.042
H -0.749 0.650 -3.163
H -1.058 -0.608 -2.284

---

No. 3
21
Properties=species:S:1:pos:R:3 method="wB97M-V/def2-TZVPD" s_squared=0.76 charge=+1 spin_multiplicity=2
C -1.478 0.916 0.477
C -0.214 1.330 -0.282
C 0.715 2.053 0.712
N 0.522 0.227 -0.869
C 0.149 -0.450 -2.085
N -1.037 -1.281 -1.959
H -1.891 1.846 0.868
H -1.167 0.348 1.359
H -2.265 0.348 -0.007
H -0.443 2.019 -1.099
H 0.174 2.813 1.258
H 1.619 2.393 0.214
H 1.131 1.407 1.494
H 0.789 -0.433 -0.121
H 1.003 -0.988 -2.499
H 0.007 0.277 -2.890
H -0.855 -2.089 -1.375
H -1.854 -0.718 -1.743
H 1.193 -2.892 2.496
H 0.482 -1.938 3.461
O 1.346 -2.254 3.197

---

No. 4
21
Properties=species:S:1:pos:R:3 method="wB97M-V/def2-TZVPD" s_squared=0.76 charge=+1 spin_multiplicity=2
C -0.402 0.910 1.529
N 0.351 2.097 0.903
C 0.517 -0.376 1.296
C 0.834 -0.630 -0.189
C -0.211 -1.402 -0.930
N -0.455 -2.681 -0.379
H -1.381 0.780 1.145
H -0.596 1.185 2.611
H -0.284 2.866 0.850
H 1.376 2.359 0.517
H -0.111 -1.279 1.410
H 1.278 -0.630 2.073
H 1.491 -1.594 -0.429
H 1.382 0.201 -0.824
H -1.103 -0.745 -0.891
H 0.161 -1.546 -1.968
H -1.264 -2.663 0.302
H -0.605 -3.495 -0.934
H -0.425 2.110 -1.241
H 0.069 2.076 -2.722
O -0.624 2.458 -2.126

---

Record order is preserved below.
Energy relative to the best compared isomer or geometry (same formula, charge and spin): 1.135; 2.704; 0.405; 3.214 eV